(1)
Formula: C58H50MnOP3SSi
Source: the OMol25 dataset
Level of theory: ωB97M-V/def2-TZVPD

Computed properties:
- Total energy: -140883.0653 eV
- <S²>: 4.183
- E_HOMO (alpha / beta): -15.66 / -15.91 eV
- Gap between HOMO and LUMO (alpha / beta): 5.6 / 7.7 eV
- Spin multiplicity: 4
- ΔE to the lowest compared entry with this formula, charge and spin: 0.3000 eV
- Total charge: +3

Structure (XYZ):
```
115
C58H50MnOP3SSi | the OMol25 dataset | ωB97M-V/def2-TZVPD
Mn -0.061 0.094 -0.404
C 4.863 0.463 -3.956
C 5.385 -0.247 -2.886
C 4.653 -0.377 -1.715
C 3.380 0.191 -1.611
C 2.875 0.924 -2.685
C 3.611 1.055 -3.849
P 2.500 0.214 -0.025
C 3.251 -1.038 1.044
C 3.595 -2.306 0.571
C 4.159 -3.241 1.422
C 4.375 -2.928 2.757
C 4.036 -1.671 3.237
C 3.484 -0.727 2.384
C 2.926 1.863 0.593
C 4.241 2.313 0.611
C 4.496 3.642 0.914
C 3.449 4.521 1.166
C 2.135 4.070 1.162
C 1.864 2.729 0.892
Si 0.281 1.872 1.324
C 0.570 0.919 2.904
C 1.214 1.504 4.001
C 1.337 0.806 5.191
C 0.816 -0.480 5.316
C 0.172 -1.077 4.245
C 0.075 -0.374 3.041
P -0.860 -1.002 1.645
C -2.581 -0.932 2.171
C -2.968 0.229 2.850
C -4.228 0.320 3.412
C -5.114 -0.745 3.307
C -4.733 -1.902 2.643
C -3.470 -2.002 2.078
C -0.407 -2.699 1.236
C -1.204 -3.431 0.343
C -0.898 -4.746 0.055
C 0.213 -5.347 0.646
C 1.014 -4.624 1.510
C 0.715 -3.298 1.805
C -1.243 2.938 1.366
C -1.402 3.931 2.340
C -2.509 4.765 2.316
C -3.467 4.634 1.315
C -3.329 3.656 0.345
C -2.232 2.795 0.394
P -1.969 1.546 -0.869
C -3.439 0.516 -1.032
C -3.475 -0.405 -2.084
C -4.567 -1.235 -2.252
C -5.643 -1.148 -1.376
C -5.623 -0.224 -0.344
C -4.525 0.607 -0.167
C -1.650 2.374 -2.414
C -0.421 3.030 -2.532
C -0.149 3.788 -3.656
C -1.105 3.892 -4.662
C -2.325 3.245 -4.545
C -2.607 2.485 -3.419
H 5.435 0.568 -4.867
H 6.368 -0.690 -2.955
H 5.093 -0.910 -0.884
H 1.908 1.411 -2.627
H 3.208 1.626 -4.673
H 3.465 -2.560 -0.473
H 4.448 -4.211 1.040
H 4.830 -3.654 3.417
H 4.227 -1.412 4.268
H 3.260 0.259 2.765
H 5.061 1.648 0.368
H 5.515 4.002 0.932
H 3.662 5.561 1.373
H 1.333 4.763 1.375
H 1.633 2.499 3.929
H 1.835 1.263 6.036
H 0.905 -1.011 6.254
H -0.254 -2.067 4.347
H -2.284 1.058 2.972
H -4.514 1.213 3.951
H -6.093 -0.682 3.762
H -5.410 -2.743 2.582
H -3.189 -2.933 1.608
H -2.077 -2.978 -0.116
H -1.537 -5.316 -0.605
H 0.442 -6.383 0.436
H 1.875 -5.086 1.971
H 1.359 -2.749 2.482
H -0.666 4.063 3.122
H -2.625 5.531 3.071
H -4.317 5.302 1.292
H -4.067 3.570 -0.443
H -2.679 -0.413 -2.818
H -4.605 -1.925 -3.085
H -6.505 -1.785 -1.513
H -6.468 -0.138 0.325
H -4.524 1.314 0.648
H 0.321 2.966 -1.739
H 0.797 4.302 -3.748
H -0.898 4.490 -5.538
H -3.064 3.338 -5.329
H -3.564 1.987 -3.330
O 0.242 -0.136 -2.349
S -0.177 -1.635 -2.210
C 1.291 -2.668 -2.365
C 0.922 -3.718 -3.409
C 0.176 -2.968 -4.507
C -0.893 -2.129 -3.811
H 1.548 -3.050 -1.377
H 2.064 -1.984 -2.729
H 0.283 -4.487 -2.966
H 1.824 -4.209 -3.772
H -0.297 -3.645 -5.217
H 0.853 -2.319 -5.063
H -1.803 -2.683 -3.582
H -1.151 -1.186 -4.294
```

=====

(2)
Formula: C58H50N2OsP3SSi
Source: the OMol25 dataset
Level of theory: ωB97M-V/def2-TZVPD

Computed properties:
- Total energy: -112963.2796 eV
- <S²>: 6.021
- E_HOMO (alpha / beta): -15.19 / -15.78 eV
- Gap between HOMO and LUMO (alpha / beta): 7.9 / 5.3 eV
- Spin multiplicity: 5
- Total charge: +3

Structure (XYZ):
```
116
C58H50N2OsP3SSi | the OMol25 dataset | ωB97M-V/def2-TZVPD
Os 0.009 0.014 -0.022
C 3.227 -3.601 3.835
C 2.448 -3.878 2.718
C 1.557 -2.933 2.250
C 1.444 -1.696 2.893
C 2.235 -1.415 4.006
C 3.121 -2.374 4.469
P 0.099 -0.610 2.300
C 0.137 0.812 3.426
C 1.267 1.632 3.366
C 1.416 2.676 4.257
C 0.431 2.913 5.206
C -0.711 2.128 5.237
C -0.877 1.087 4.340
C -1.308 -1.673 2.751
C -1.508 -2.052 4.075
C -2.536 -2.921 4.393
C -3.346 -3.436 3.392
C -3.129 -3.085 2.071
C -2.108 -2.203 1.733
Si -1.835 -1.619 -0.065
C -3.356 -0.583 -0.579
C -4.523 -1.253 -0.936
C -5.678 -0.545 -1.216
C -5.679 0.841 -1.152
C -4.518 1.522 -0.829
C -3.353 0.814 -0.539
P -1.828 1.729 -0.123
C -2.228 2.552 1.446
C -1.351 3.511 1.961
C -1.694 4.209 3.103
C -2.881 3.926 3.764
C -3.720 2.928 3.292
C -3.395 2.234 2.140
C -1.857 3.000 -1.425
C -2.124 2.533 -2.715
C -2.268 3.424 -3.759
C -2.118 4.784 -3.531
C -1.832 5.247 -2.256
C -1.693 4.363 -1.199
C -1.449 -2.810 -1.505
C -2.114 -4.016 -1.688
C -1.941 -4.742 -2.854
C -1.099 -4.279 -3.852
C -0.404 -3.094 -3.676
C -0.583 -2.359 -2.509
P 0.401 -0.856 -2.232
C 2.083 -1.524 -2.440
C 2.491 -2.441 -1.471
C 3.712 -3.074 -1.586
C 4.531 -2.790 -2.669
C 4.120 -1.893 -3.641
C 2.898 -1.251 -3.532
C 0.168 0.271 -3.636
C 0.993 1.398 -3.703
C 0.908 2.257 -4.782
C -0.017 2.013 -5.787
C -0.864 0.917 -5.701
C -0.787 0.048 -4.625
H 3.901 -4.350 4.221
H 2.522 -4.836 2.230
H 0.913 -3.152 1.405
H 2.144 -0.471 4.524
H 3.715 -2.164 5.344
H 2.033 1.436 2.622
H 2.297 3.298 4.218
H 0.553 3.720 5.911
H -1.480 2.325 5.968
H -1.778 0.491 4.357
H -0.861 -1.679 4.857
H -2.705 -3.200 5.421
H -4.147 -4.113 3.644
H -3.765 -3.499 1.306
H -4.526 -2.330 -0.994
H -6.576 -1.079 -1.482
H -6.584 1.389 -1.363
H -4.521 2.603 -0.794
H -0.407 3.705 1.466
H -1.031 4.973 3.481
H -3.145 4.476 4.654
H -4.634 2.692 3.814
H -4.058 1.465 1.772
H -2.252 1.471 -2.887
H -2.504 3.057 -4.746
H -2.235 5.483 -4.345
H -1.726 6.306 -2.075
H -1.499 4.742 -0.207
H -2.765 -4.397 -0.918
H -2.464 -5.677 -2.983
H -0.973 -4.847 -4.760
H 0.270 -2.742 -4.445
H 1.817 -2.659 -0.649
H 4.018 -3.806 -0.856
H 5.482 -3.290 -2.765
H 4.741 -1.705 -4.502
H 2.579 -0.560 -4.298
H 1.700 1.589 -2.906
H 1.560 3.116 -4.841
H -0.084 2.688 -6.626
H -1.593 0.741 -6.478
H -1.460 -0.796 -4.558
C 5.005 1.659 -1.565
N 4.781 0.743 -0.484
C 5.877 -0.044 0.071
C 5.197 -0.853 1.187
N 3.790 -0.562 0.967
C 3.630 0.413 0.075
S 2.155 1.234 -0.208
H 5.735 1.224 -2.249
H 5.392 2.615 -1.203
H 4.073 1.838 -2.100
H 6.664 0.615 0.445
H 6.301 -0.683 -0.707
H 5.495 -0.501 2.180
H 5.388 -1.925 1.124
H 3.063 -0.967 1.543
```

=====

(3)
Formula: C58H51FN6O6PbS
Source: the OMol25 dataset
Level of theory: ωB97M-V/def2-TZVPD

Computed properties:
- Total energy: -100997.5918 eV
- E_HOMO (alpha / beta): -0.81 / -0.85 eV
- Gap between HOMO and LUMO (alpha / beta): 4.4 / 4.4 eV
- ΔE to the lowest compared entry with this formula, charge and spin: 3.0783 eV
- Total charge: -2

Structure (XYZ):
```
124
C58H51FN6O6PbS | the OMol25 dataset | ωB97M-V/def2-TZVPD
Pb 0.009 -0.225 -0.392
C 1.072 -4.681 9.223
O 0.712 -5.110 7.882
C 0.637 -4.218 6.859
C 0.705 -2.794 6.898
C 0.511 -2.068 5.751
C 0.366 -2.680 4.533
C 0.281 -4.080 4.441
C 0.343 -4.820 5.604
C 0.334 -1.820 3.287
C 1.426 -1.976 2.360
C 2.465 -2.955 2.396
C 3.235 -2.824 1.256
C 2.833 -1.623 0.607
N 1.707 -1.149 1.268
C 3.376 -1.089 -0.696
C 3.077 0.353 -0.868
C 4.006 1.374 -0.492
C 3.447 2.598 -0.809
C 2.101 2.310 -1.257
C 1.018 3.227 -1.467
C 1.253 4.531 -2.196
C 0.520 5.646 -1.879
C 0.878 6.870 -2.431
C 1.804 6.954 -3.477
O 2.294 8.089 -3.998
C 1.272 9.109 -4.181
C 2.489 5.788 -3.850
C 2.169 4.579 -3.257
C -0.277 3.006 -1.059
N -0.529 2.147 0.065
C -1.882 2.284 0.268
C -2.661 1.604 1.281
C -4.115 1.858 1.395
C -4.985 0.722 1.581
C -6.353 0.989 1.769
C -6.838 2.339 1.840
O -8.090 2.692 2.060
C -9.062 1.613 2.288
C -5.962 3.418 1.568
C -4.631 3.139 1.412
C -2.064 0.637 2.169
C -2.669 0.195 3.369
C -1.788 -0.615 4.027
C -0.730 -0.902 3.071
N -0.869 -0.086 1.938
C -2.495 3.057 -0.792
C -1.479 3.527 -1.603
N 1.882 0.929 -1.306
C 4.820 -1.458 -0.985
C 5.786 -1.545 0.034
C 7.062 -1.948 -0.229
C 7.367 -2.393 -1.535
O 8.703 -2.701 -1.867
C 9.056 -2.102 -3.124
C 6.351 -2.410 -2.529
C 5.151 -1.815 -2.281
H 1.545 -3.722 9.259
H 1.755 -5.438 9.661
H 0.193 -4.659 9.898
H 0.951 -2.279 7.856
H 0.567 -0.982 5.754
H 0.218 -4.579 3.459
H 0.173 -5.913 5.588
H 2.642 -3.709 3.207
H 3.993 -3.566 0.979
H 5.049 1.224 -0.183
H 3.785 3.605 -0.535
H -0.144 5.649 -0.997
H 0.447 7.861 -2.180
H 1.722 10.018 -4.630
H 0.844 9.335 -3.205
H 0.558 8.735 -4.895
H 3.255 5.793 -4.662
H 2.685 3.630 -3.540
H -4.539 -0.285 1.477
H -7.072 0.219 1.900
H -10.074 2.068 2.236
H -8.929 1.162 3.260
H -8.978 0.842 1.468
H -6.380 4.335 1.357
H -3.898 3.975 1.334
H -3.632 0.531 3.727
H -1.874 -1.059 4.936
H -3.600 3.348 -0.946
H -1.515 4.130 -2.504
H 5.501 -1.262 1.061
H 7.850 -1.955 0.533
H 10.162 -1.933 -3.064
H 8.531 -1.138 -3.257
H 8.771 -2.733 -3.939
H 6.573 -2.972 -3.463
H 4.391 -1.708 -3.022
C -2.822 -3.202 0.578
C -2.292 -3.342 -0.817
C -2.176 -4.654 -1.337
C -1.708 -4.834 -2.580
C -1.468 -3.697 -3.401
C -1.036 -3.763 -4.733
C -0.984 -2.653 -5.520
C -1.307 -1.384 -4.981
C -1.591 -1.145 -3.608
S -1.784 0.450 -3.090
C -1.692 -2.365 -2.839
N -1.897 -2.286 -1.500
H -3.870 -3.452 0.554
H -2.762 -2.190 1.023
H -2.234 -3.950 1.173
H -2.417 -5.494 -0.654
H -1.606 -5.852 -2.996
H -0.885 -4.745 -5.185
H -0.567 -2.683 -6.519
H -1.473 -0.643 -5.739
O 0.240 -4.257 0.440
H 0.338 -4.697 -0.416
H 1.012 -3.792 0.777
O -0.839 3.455 -4.960
H -0.560 2.596 -4.499
H -0.535 3.379 -5.889
F 2.697 -1.879 -1.719
N -5.522 1.474 -2.320
H -5.096 1.854 -3.143
H -6.525 1.613 -2.397
H -5.206 2.068 -1.576
```

=====

(4)
Formula: C58H52N2O3P2ReSSi
Source: the OMol25 dataset
Level of theory: ωB97M-V/def2-TZVPD

Computed properties:
- Total energy: -109521.4908 eV
- <S²>: 0.758
- E_HOMO (alpha / beta): -12.32 / -12.26 eV
- Gap between HOMO and LUMO (alpha / beta): 6.3 / 6.1 eV
- Spin multiplicity: 2
- ΔE to the lowest compared entry with this formula, charge and spin: 0.0000 eV
- Total charge: +2

Structure (XYZ):
```
120
C58H52N2O3P2ReSSi | the OMol25 dataset | ωB97M-V/def2-TZVPD
Re 0.198 0.104 0.014
C 2.969 2.079 -1.195
O 2.170 0.879 -1.198
C 2.342 0.021 -2.274
C 3.166 0.339 -3.345
C 3.313 -0.550 -4.397
C 2.609 -1.746 -4.391
C 1.780 -2.044 -3.325
C 1.655 -1.179 -2.242
N 0.885 -1.528 -1.070
N 0.492 -2.733 -1.107
C -0.134 -3.399 -0.147
C -0.492 -2.815 1.092
O -0.163 -1.595 1.386
C -1.182 -3.598 2.058
C -1.501 -4.889 1.795
C -1.184 -5.518 0.548
C -1.588 -6.841 0.287
C -1.304 -7.432 -0.918
C -0.569 -6.719 -1.876
C -0.151 -5.430 -1.627
C -0.473 -4.794 -0.422
H 2.693 2.730 -2.023
H 4.025 1.817 -1.244
H 2.767 2.579 -0.262
H 3.702 1.275 -3.365
H 3.968 -0.299 -5.221
H 2.702 -2.441 -5.214
H 1.214 -2.963 -3.315
H -1.413 -3.134 3.008
H -2.022 -5.474 2.544
H -2.146 -7.378 1.045
H -1.629 -8.443 -1.123
H -0.330 -7.184 -2.824
H 0.440 -4.906 -2.366
C -2.832 -0.777 2.184
Si -1.338 0.330 2.008
C -0.157 0.304 3.478
C -0.646 0.567 4.761
C 0.175 0.502 5.878
C 1.512 0.153 5.740
C 2.023 -0.108 4.479
C 1.199 -0.024 3.356
P 1.947 -0.294 1.722
C 3.474 0.699 1.824
C 4.753 0.151 1.822
C 5.864 0.976 1.974
C 5.705 2.342 2.141
C 4.428 2.892 2.166
C 3.325 2.075 2.004
C 2.582 -1.996 1.635
C 3.258 -2.403 0.485
C 3.647 -3.725 0.334
C 3.386 -4.645 1.342
C 2.756 -4.234 2.508
C 2.348 -2.915 2.655
C -2.171 2.033 1.894
C -3.088 2.471 2.862
C -3.738 3.686 2.737
C -3.487 4.507 1.639
C -2.586 4.104 0.674
C -1.952 2.862 0.799
P -0.781 2.307 -0.450
C 0.316 3.750 -0.611
C 0.522 4.433 -1.805
C 1.328 5.567 -1.820
C 1.925 6.016 -0.652
C 1.717 5.337 0.544
C 0.915 4.209 0.564
C -1.633 2.244 -2.054
C -2.938 2.687 -2.242
C -3.504 2.656 -3.512
C -2.779 2.177 -4.593
C -1.479 1.716 -4.408
C -0.912 1.746 -3.144
H -3.103 -0.860 3.242
H -3.674 -0.322 1.657
H -2.689 -1.781 1.799
H -1.691 0.827 4.896
H -0.228 0.724 6.858
H 2.155 0.099 6.608
H 3.068 -0.375 4.364
H 4.900 -0.915 1.723
H 6.856 0.542 1.963
H 6.573 2.977 2.268
H 4.301 3.957 2.316
H 2.329 2.499 2.043
H 3.482 -1.689 -0.299
H 4.150 -4.039 -0.573
H 3.668 -5.682 1.215
H 2.573 -4.944 3.305
H 1.829 -2.603 3.552
H -3.301 1.850 3.725
H -4.439 4.005 3.498
H -3.994 5.458 1.543
H -2.374 4.747 -0.173
H 0.051 4.099 -2.720
H 1.478 6.105 -2.747
H 2.543 6.905 -0.669
H 2.167 5.700 1.460
H 0.727 3.689 1.497
H -3.520 3.048 -1.404
H -4.517 3.011 -3.656
H -3.226 2.154 -5.579
H -0.905 1.347 -5.248
H 0.103 1.384 -3.006
O -1.672 -0.643 -1.024
S -2.204 -1.154 -2.377
C -3.959 -0.753 -2.373
C -4.568 -1.849 -3.231
C -4.007 -3.175 -2.690
C -2.595 -2.912 -2.133
H -4.106 0.252 -2.756
H -4.272 -0.810 -1.327
H -4.274 -1.707 -4.274
H -5.654 -1.818 -3.185
H -3.979 -3.934 -3.468
H -4.647 -3.549 -1.892
H -1.830 -3.505 -2.628
H -2.519 -3.072 -1.057
```

=====

Q: Look up the total charge of the fourth one.
A: +2